Version one
13
Properties=species:S:1:pos:R:3:mulliken_charge:R:1 method="wB97M-V/def2-TZVPD" multiplicity=1 charge=0
C 1.33 -0.66 0.53 -0.428
C 0.16 0.27 0.15 0.518
C -1.49 1.76 0.31 0.491
C -2.01 0.29 0.11 -0.078
H 2.75 -1.00 -1.14 0.258
H 0.14 -1.53 -1.65 0.223
H 1.13 -1.06 1.49 0.317
H 2.25 0.05 0.24 0.259
H -3.02 -0.14 -0.26 0.331
N 1.60 -1.82 -0.57 -0.515
N 0.06 1.54 -0.01 -0.521
N -1.02 -0.53 -0.01 -0.391
O -1.88 2.84 0.81 -0.464

---

Version two
13
Properties=species:S:1:pos:R:3:mulliken_charge:R:1 method="wB97M-V/def2-TZVPD" smiles=c1[nH]nc2c1CON2 multiplicity=1 charge=0
C 1.73 0.48 -0.40 -0.893
N 1.04 1.71 -0.36 0.238
N -0.20 1.66 0.11 -0.859
C -0.38 0.40 0.24 0.499
C 0.74 -0.40 -0.11 0.305
C 0.06 -1.76 0.11 -0.247
O -1.29 -1.56 0.01 -0.220
N -1.56 -0.31 0.49 -0.332
H 2.78 0.44 -0.55 0.448
H 1.31 2.63 -0.75 0.235
H 0.30 -2.01 1.14 0.184
H 0.29 -2.56 -0.59 0.317
H -2.22 0.25 0.01 0.324

---

Version three
13
Properties=species:S:1:pos:R:3:mulliken_charge:R:1 method="wB97M-V/def2-TZVPD" smiles="c1c[nH]nn1.C=C=O" multiplicity=1 charge=0
C 2.85 -0.52 0.16 -0.457
C 2.19 0.58 0.63 -0.057
N 0.93 0.44 0.15 0.257
N 0.84 -0.68 -0.56 -0.298
N 1.98 -1.26 -0.56 -0.446
H 3.87 -0.83 0.30 0.403
H 2.49 1.41 1.23 0.391
H 0.13 1.04 0.28 0.211
C -3.24 0.39 -0.58 -1.011
C -2.77 -0.64 0.04 0.791
O -2.34 -1.55 0.63 -0.332
H -4.18 0.82 -0.28 0.250
H -2.75 0.80 -1.44 0.298

---

Version four
13
Properties=species:S:1:pos:R:3:mulliken_charge:R:1 method="wB97M-V/def2-TZVPD" smiles=c1nc2n(n1)CCO2 multiplicity=1 charge=0
C -2.36 -0.11 0.01 -0.041
N -1.74 -1.39 0.13 -0.561
C -0.52 -1.00 -0.21 0.439
N -0.40 0.44 -0.19 0.734
N -1.60 0.96 -0.06 -0.926
C 0.96 1.05 -0.07 -0.385
C 1.67 -0.47 0.24 -0.393
O 0.69 -1.53 -0.32 -0.394
H -3.51 -0.06 -0.08 0.353
H 1.42 1.48 -1.07 0.232
H 1.13 1.84 0.64 0.321
H 2.66 -0.60 -0.31 0.291
H 1.60 -0.61 1.28 0.329

---

Need the numbers? Relative energies in hartree: version one 0.2629; version two 0.0621; version three 0.0000; version four 0.0143.